(1)
Density functional theory data (ωB97M-V/def2-TZVPD) for a single C4H2ClNOS molecule.

Computed properties:
LUMO energy ... -0.029 hartree
Structure (SMILES) ... S=c1nccc(Cl)o1
Kohn-Sham gap ... 8.101 eV
Highest occupied orbital energy ... -8.890 eV
2S+1 ... 1

Last column: Löwdin charge in e.
Positions of all 10 atoms, in Å:
C: -0.7624 -0.0714 0.9248  -0.72
C: -1.0097 -0.5850 -0.3027  -0.06
C: 0.0297 -0.3729 -1.2543  -0.10
C: 1.3776 0.7345 0.2449  -0.87
H: -1.9222 -1.0950 -0.5250  0.11
H: -0.1040 -0.7579 -2.2726  0.13
N: 1.1424 0.2329 -1.0001  0.07
O: 0.3706 0.5615 1.2090  -0.06
S: 2.7108 1.5277 0.7278  0.72
Cl: -1.8328 -0.1745 2.2481  0.79

(2)
Density functional theory data (ωB97M-V/def2-TZVPD) for a molecular structure, C4H2CrO2.

Computed properties:
Total charge ... +1
LUMO energy (alpha / beta) ... -0.197 / -0.186 hartree
Kohn-Sham gap (alpha / beta) ... 7.648 / 7.975 eV
Highest occupied orbital energy (alpha / beta) ... -13.019 / -13.032 eV
2S+1 ... 6

Last column: Löwdin charge in e.
Positions of all 9 atoms, in Å:
H: -0.5147 -0.3801 -2.2850  0.17
C: -0.1795 0.0712 -1.3541  0.05
C: 0.2779 -0.2779 -0.1051  -0.36
O: -0.1419 1.3840 -1.1701  0.07
O: 0.3754 1.2128 0.1521  -0.14
Cr: -0.3130 2.4530 1.7404  0.90
C: 0.0526 -1.4212 0.9616  0.06
C: 1.2627 -1.2838 0.5490  0.12
H: -0.8194 -1.7579 1.5113  0.12

(3)
Density functional theory data (ωB97M-V/def2-TZVPD) for a single C4H2F2O molecule.

Computed properties:
LUMO energy (alpha / beta) ... -0.098 / -0.098 hartree
Kohn-Sham gap (alpha / beta) ... 6.677 / 6.662 eV
Highest occupied orbital energy (alpha / beta) ... -9.343 / -9.337 eV
2S+1 ... 1

Last column: Löwdin charge in e.
Positions of all 9 atoms, in Å:
C: 0.5543 2.3721 0.3321  -0.03
C: 0.2706 1.2712 0.0308  -0.22
C: 0.3787 -0.2031 -0.3806  -0.38
C: -0.9859 -0.5938 -0.1066  -0.04
O: 1.2297 -0.9912 0.3318  0.07
F: -1.5690 -0.9522 1.0378  0.20
F: -2.1070 -0.2246 -0.8234  0.14
H: 0.6294 -0.1864 -1.4366  0.17
H: 1.5990 -0.4920 1.0147  0.09

(4)
Density functional theory data (ωB97M-V/def2-TZVPD) for 2 unconnected molecules or ions with the total composition C4H2F3N3O2.

Computed properties:
LUMO energy (alpha / beta) ... 0.011 / -0.098 hartree
Kohn-Sham gap (alpha / beta) ... 10.305 / 5.009 eV
Highest occupied orbital energy (alpha / beta) ... -10.018 / -7.682 eV
2S+1 ... 1

Last column: Löwdin charge in e.
Positions of all 14 atoms, in Å:
C: 0.0562 0.2286 0.7117  0.07
C: -0.3497 0.1595 -0.6994  -0.39
C: -1.6776 0.9527 3.5026  -0.12
C: -0.7243 -0.0585 4.1236  -0.66
N: -2.1077 0.6820 0.5559  0.10
N: 0.2552 -0.1890 -1.7612  0.21
N: -1.0990 0.5437 1.3252  0.00
O: -2.8226 1.1674 3.6004  0.13
O: -1.7014 0.3795 -0.6654  0.03
F: 0.5139 0.2152 3.8701  0.19
F: -0.9801 -0.1238 5.4789  0.12
F: -1.0534 -1.2449 3.6667  0.16
H: 0.9461 -0.1342 1.0807  0.10
H: -0.2275 -0.4155 -2.6034  0.07

(5)
Density functional theory data (ωB97M-V/def2-TZVPD) for a single C4H2F4 molecule.

Computed properties:
LUMO energy ... 0.028 hartree
Structure (SMILES) ... C#C[C@@H](F)C(F)(F)F
Kohn-Sham gap ... 11.715 eV
Highest occupied orbital energy ... -10.943 eV
2S+1 ... 1

Last column: Löwdin charge in e.
Positions of all 10 atoms, in Å:
C: -2.2663 1.4465 0.3432  0.14
C: -1.2627 0.7672 0.4633  -0.02
C: -0.0279 -0.1567 0.8210  -0.23
C: -0.3186 -0.6062 2.2689  -0.60
F: 1.1292 0.4989 0.7366  0.06
F: -1.3275 -1.4996 2.3452  0.14
F: 0.6807 -1.1920 2.9307  0.16
F: -0.7084 0.4405 2.9953  0.15
H: -2.9205 2.1740 0.0126  0.01
H: -0.0344 -0.8954 -0.0956  0.19

(6)
Density functional theory data (ωB97M-V/def2-TZVPD) for a molecular structure, C4H2FHgMgO4.

Computed properties:
Total charge ... +2
LUMO energy (alpha / beta) ... -0.403 / -0.412 hartree
Kohn-Sham gap (alpha / beta) ... 6.347 / 6.105 eV
Highest occupied orbital energy (alpha / beta) ... -17.325 / -17.309 eV
2S+1 ... 2

Last column: Löwdin charge in e.
Positions of all 13 atoms, in Å:
O: -3.6529 0.2444 -4.0165  0.16
C: -4.3487 0.0180 -4.9157  -0.40
O: -5.0313 -0.2135 -5.8230  0.24
O: 2.7192 0.3154 2.3395  0.03
C: 1.8178 -0.0761 3.1728  -0.06
C: 2.1738 0.6220 1.0171  -0.08
O: 0.6303 -0.0846 2.5349  -0.22
C: 0.7639 0.1006 1.0995  -0.45
Hg: 0.0431 -2.6376 2.6140  1.13
H: 2.7780 0.1142 0.2591  0.16
H: 2.2212 1.7087 0.8916  0.14
F: 0.7642 -1.2676 0.6390  -0.17
Mg: -0.8785 1.1561 0.1876  1.51

Summary of max |F| in eV/Å
0.685; 1.185; 10.277; 5.137; 4.449; 1.748
(order as listed above)